Computed, not measured: an isolated molecule of C4H7NO4 at a distorted geometry, with ωB97M-V with the def2-TZVPD basis set.

Results
F_max   8.50 eV/Å
Energy relative to the best compared isomer or geometry (same formula, charge and spin)   94.0 kcal/mol
Orbital gap (spin up / spin down)   7.4 / 7.1 eV
DFT total energy   -511.9295 Ha
<S²>   2.008
2S+1   3
HOMO (spin up / spin down)   -6.69 / -10.45 eV

Bonds (Å) are listed after each position.
Atoms and positions in Å:
1 C -0.16 2.52 -2.14  C2 1.343, H10 1.073, H11 1.035
2 C 0.06 1.27 -2.59  C1 1.343, N5 1.442, O8 1.441
3 C 0.54 -1.68 0.24  C4 1.470, H12 1.114, H13 1.180, H14 1.102
4 C 0.07 -0.29 0.31  C3 1.470, O9 1.417, H15 1.118, H16 1.114
5 N -0.35 0.74 -3.86  C2 1.442, O6 1.197, O7 1.189
6 O -1.45 1.10 -4.18  N5 1.197
7 O 0.30 -0.02 -4.50  N5 1.189
8 O 0.75 0.28 -1.81  C2 1.441, O9 1.392
9 O 0.87 0.59 -0.46  C4 1.417, O8 1.392
10 H 0.35 2.77 -1.23  C1 1.073
11 H -0.51 3.08 -2.94  C1 1.035
12 H 0.63 -1.83 -0.86  C3 1.114
13 H 1.64 -1.97 0.55  C3 1.180
14 H -0.27 -2.21 0.76  C3 1.102
15 H 0.00 0.15 1.34  C4 1.118
16 H -0.92 -0.29 -0.18  C4 1.114

These are the Löwdin partial charges, in e, on atoms 1 to 8: C 0.171; C -0.156; C -0.095; C -0.270; N -0.459; O 0.077; O 0.074; O 0.018